The following is a DFT calculation (wB97M-V/def2-TZVPD) of a structure of composition C20H25BNO2PtS3SbSe4 in a non-equilibrium geometry.

```
! RIJCOSX wB97M-V def2-TZVPD def2/J DEFGRID3
* xyz 0 1
Pt -0.91611 0.64838 0.68458
C -2.19356 -2.51798 -0.03336
C -3.32495 -1.66841 -0.59192
S -2.76208 0.01512 -0.98677
C -4.06987 1.06038 -0.27233
C -4.30883 0.91806 1.22430
S -2.77046 1.13882 2.17681
C -2.75769 -0.31205 3.26742
C -2.75948 -1.68333 2.61503
S -1.37499 -1.85720 1.44350
H -1.38489 -2.61628 -0.76145
H -2.55047 -3.52394 0.19200
H -4.16405 -1.60789 0.09891
H -3.69085 -2.12496 -1.51167
H -4.98717 0.87037 -0.82972
H -3.74037 2.07774 -0.49262
H -4.78163 -0.02687 1.48696
H -4.95853 1.73436 1.54452
H -3.60089 -0.19751 3.95057
H -1.84713 -0.16098 3.85076
H -3.69774 -1.88134 2.10068
H -2.64421 -2.44635 3.38504
O 2.16708 2.22090 -0.08522
B 1.96435 0.88382 -0.42410
O 3.14621 0.32052 -0.94595
C 4.06726 1.33339 -0.90573
C 5.38818 1.31870 -1.29464
C 6.09897 2.50801 -1.13762
C 5.50360 3.64860 -0.61600
C 4.16730 3.65903 -0.22455
C 3.47508 2.48103 -0.38398
H 5.84497 0.42762 -1.70170
H 7.13981 2.54124 -1.43127
H 6.08955 4.55172 -0.51158
H 3.68239 4.53625 0.18249
Se 0.23459 1.77538 2.49813
Sb -0.71192 4.05450 1.53074
Se -3.01232 4.46398 2.08983
Se 0.87500 5.80108 1.51088
Se -0.82165 2.68193 -0.63898
C 1.79850 -1.95946 1.35161
C 1.16957 -2.22421 0.01190
C 1.05196 -3.53396 -0.44678
C 0.54347 -3.80848 -1.70403
C 0.17750 -2.76359 -2.54135
C 0.28058 -1.44166 -2.12328
C 0.00648 -0.33184 -3.09167
C 0.73746 -1.17477 -0.81566
N 0.77346 0.14851 -0.32089
H 2.88411 -2.03968 1.26911
H 1.46219 -2.68745 2.08941
H 1.57416 -0.95761 1.71519
H 1.37870 -4.34483 0.19347
H 0.46268 -4.83246 -2.04576
H -0.17138 -2.97299 -3.54524
H -0.53044 -0.70356 -3.96376
H 0.95079 0.10076 -3.43241
H -0.56230 0.48145 -2.65183
*
```

Calculated values
**Orbital gap**: 5.82 eV
**DFT total energy**: -331087.8934 eV
**HOMO**: -7.3 eV
**LUMO level**: -1.50 eV

The following is a DFT calculation (wB97M-V/def2-TZVPD) of a structure of composition C42H49CrN7O8 in a non-equilibrium geometry.

```
! RIJCOSX wB97M-V def2-TZVPD def2/J DEFGRID3
* xyz 1 4
Cr 0.11074 0.91387 -0.08459
C 4.01525 0.17676 2.28902
N 3.28637 1.35235 2.75132
C 3.93898 2.08815 3.83116
C 2.07541 1.59398 2.27714
O 1.46032 0.78859 1.48780
C 1.43934 2.89129 2.76851
O 0.01044 2.90332 2.65027
C -0.48615 4.09328 2.06709
C -0.42203 4.05697 0.54239
O 0.09097 3.04518 -0.01173
N -0.87300 5.08055 -0.19005
C -0.65386 5.02246 -1.63766
C -1.31563 6.31993 0.44099
H 4.90751 0.51096 1.76602
H 3.31339 -0.51861 1.75231
H 4.44086 -0.31316 3.18465
H 3.41411 2.02553 4.77753
H 4.11554 3.16685 3.64640
H 4.90497 1.58757 4.07200
H 1.82817 3.69254 2.14419
H 1.74328 3.12094 3.82118
H 0.03410 5.00200 2.44573
H -1.55439 4.17112 2.37798
H 0.44335 4.81806 -1.76308
H -1.01695 5.88923 -2.16982
H -1.11267 4.11573 -2.03276
H -2.13311 6.22339 1.14865
H -1.67714 7.01274 -0.32180
H -0.48539 6.85912 0.88747
C 0.14828 -6.74901 -2.91120
O 0.75160 -5.44794 -2.72808
C 0.78797 -4.58027 -3.81039
C 1.47776 -4.93675 -4.94808
C 1.34884 -4.09725 -6.07343
C 0.59615 -2.91642 -6.01935
C 0.00350 -2.53983 -4.79518
C 0.26510 -3.27866 -3.58882
N -0.03187 -2.79823 -2.29669
C 0.46297 -1.62567 -1.80595
N 1.50449 -1.07706 -2.46403
C 2.26453 0.06440 -2.09554
C 1.81697 1.09436 -1.28384
C 2.57177 2.26853 -1.30402
C 3.81628 2.28975 -1.89629
C 4.36791 1.16325 -2.54072
C 3.58321 0.03740 -2.60704
O 3.83615 -1.03399 -3.44748
C 5.05626 -1.02523 -4.27197
N 0.05976 -1.17419 -0.59074
C -1.06884 -1.89848 -0.07708
C -2.31285 -1.81294 -0.68626
C -3.23952 -2.83117 -0.47063
C -2.98145 -3.82359 0.45867
C -1.77915 -3.80109 1.20122
C -0.96267 -2.69364 1.13415
O 0.01951 -2.29095 1.96926
C 0.81446 -1.73763 4.04234
H 0.46075 -7.28959 -3.82936
H -0.92073 -6.70372 -2.94581
H 0.37820 -7.34806 -2.01688
H 2.06017 -5.87560 -4.93736
H 1.78807 -4.35227 -7.04248
H 0.45020 -2.32901 -6.90060
H -0.49743 -1.59568 -4.72828
H -0.58537 -3.37529 -1.67379
H 1.85939 -1.54939 -3.30592
H 2.26350 3.20826 -0.81762
H 4.43308 3.21392 -1.90518
H 5.31036 1.24073 -3.06072
H 5.11618 -2.06926 -4.61943
H 5.88196 -0.79440 -3.60152
H 4.88627 -0.32018 -5.07899
H -2.53362 -0.97549 -1.32695
H -4.13884 -2.94811 -1.04209
H -3.63894 -4.65029 0.53139
H -1.50058 -4.64893 1.79572
H 1.12012 -2.07899 5.05672
H 0.42007 0.14579 3.38878
H 1.77056 -1.53315 3.54439
O -1.73335 1.17235 -1.14880
C -2.41747 1.37592 -0.05794
O -1.88561 1.02540 1.03802
C -3.74695 2.01988 -0.15273
C -4.40865 2.16516 -1.37717
C -5.72557 2.69930 -1.48752
C -6.34691 3.20617 -0.37875
C -5.68360 3.03316 0.85886
C -4.43998 2.43619 0.99683
H -3.90523 1.77622 -2.27414
H -6.22863 2.66312 -2.45695
H -7.26736 3.78104 -0.39501
H -6.19084 3.27627 1.80021
H -4.04554 2.33449 2.04161
N -1.75620 0.93296 4.39849
C -1.25852 -0.33975 4.47107
C -2.04133 -1.38432 5.02409
C -1.82599 -2.80435 4.90441
C -0.91528 -3.53714 4.17438
C 0.17338 -2.91453 3.34968
N 0.06486 -0.47517 4.13197
H -2.74831 0.96262 4.31327
H -1.31556 1.45724 3.64300
H -2.96187 -1.08562 5.45147
H -2.66532 -3.32915 5.42757
H -1.08857 -4.60952 4.05320
H 0.96119 -3.64756 3.15571
*
```

Calculated values
**Orbital gap (alpha / beta)**: 6.56 / 6.68 eV
**DFT total energy**: -99575.0581 eV
**HOMO (alpha / beta)**: -8.6 / -8.6 eV
**LUMO level (alpha / beta)**: -2.07 / -1.95 eV

Result set for ΔE to the lowest compared entry with this formula, charge and spin: 5.9 165.9 kJ/mol, one per record in the order listed.